Entry 1:
7
Properties=species:S:1:pos:R:3:nbo_charge:R:1 method="wB97M-V/def2-TZVPD" max_force_ha_per_bohr=0.043 e_tot_ha=-261.98504 total_charge=0 smiles="O=CC1N=N1" de_lowest_kj_mol=469.6 lumo_energy_ev="-0.356 / -0.356"
O 0.71 -1.81 0.75 -0.4645
C 0.60 -0.86 0.02 0.3618
C 0.08 0.50 0.49 -0.2469
N -1.40 0.54 0.49 -0.0270
N -1.23 1.13 -0.52 0.0203
H 0.92 -0.88 -1.04 0.1105
H 0.32 1.39 -0.18 0.2457

=====

Entry 2:
54
Properties=species:S:1:pos:R:3:nbo_charge:R:1 method="wB97M-V/def2-TZVPD" max_force_ha_per_bohr=0.055 e_tot_ha=-2883.36805 multiplicity=2 s2=0.81 total_charge=0 de_lowest_kj_mol=716.3 lumo_energy_ev="-2.017 / -1.901"
Ru 0.10 0.16 0.10 1.1927
O -1.66 1.73 -0.99 -0.6036
N -0.77 2.65 -0.93 0.0799
C -0.92 3.93 -1.29 0.0125
C 0.04 4.91 -1.26 -0.4392
C 1.43 4.85 -0.94 -0.1399
C 2.20 3.74 -0.91 -0.3225
C 1.60 2.42 -1.27 -0.1274
S 2.61 0.93 -0.73 -0.1216
H -1.93 4.17 -1.58 0.2309
H -0.32 5.90 -1.52 0.2183
H 1.90 5.80 -0.74 0.2127
H 3.24 3.77 -0.64 0.2333
O 0.08 -0.66 -1.77 -0.5782
C -0.17 -1.82 -2.11 0.4560
C -0.50 -2.92 -1.27 -0.3302
C -0.74 -4.17 -1.86 -0.0890
C -1.06 -5.26 -1.08 -0.0079
C -1.15 -5.14 0.32 -0.1295
C -0.92 -3.94 0.92 -0.2923
C -0.59 -2.77 0.17 0.4824
O -0.38 -1.68 0.78 -0.6665
N -1.31 -6.53 -1.69 0.5203
O -1.24 -6.60 -2.91 -0.3950
O -1.58 -7.47 -0.97 -0.3863
H -0.12 -2.04 -3.19 0.1505
H -0.67 -4.28 -2.93 0.2427
H -1.40 -6.02 0.90 0.2501
H -0.98 -3.83 1.99 0.2358
O 0.94 5.08 1.94 -0.6282
C 0.72 4.45 3.11 0.3402
C 0.77 5.15 4.31 -0.2910
C 0.53 4.52 5.52 -0.1741
C 0.24 3.17 5.54 -0.2553
C 0.20 2.45 4.36 -0.1628
C 0.45 3.07 3.14 -0.1272
C 0.39 2.26 1.91 0.5904
O 0.13 1.01 1.96 -0.6792
N 0.63 2.91 0.81 -0.4331
N 0.43 2.19 -0.38 -0.1262
C 1.29 2.43 -2.70 -0.1837
S 2.06 3.67 -3.67 0.5310
C 1.59 2.96 -5.29 -0.5631
C 0.34 2.13 -5.10 -0.5451
S 0.52 1.14 -3.58 0.5173
H 1.12 6.02 2.11 0.4755
H 1.02 6.21 4.29 0.2023
H 0.57 5.09 6.43 0.2132
H 0.06 2.68 6.49 0.2142
H -0.02 1.40 4.36 0.2359
H 2.42 2.35 -5.65 0.2322
H 1.43 3.80 -5.97 0.2482
H 0.21 1.43 -5.92 0.2438
H -0.55 2.75 -5.00 0.2356

=====

Entry 3:
79
Properties=species:S:1:pos:R:3:mulliken_charge:R:1 method="wB97M-V/def2-TZVPD" max_force_ha_per_bohr=0.011 e_tot_ha=-3142.17759 multiplicity=3 s2=2.03 total_charge=-1 de_lowest_kj_mol=45.2 lumo_energy_ev="2.546 / 2.545"
Ti 0.30 0.13 -0.12 -0.2464
C 2.01 2.92 1.46 -0.1133
C 1.08 3.96 0.87 -0.9972
C -0.18 3.29 0.30 -1.5287
N 0.03 2.17 -0.61 1.9362
C 0.08 2.40 -1.94 0.9658
C 0.26 3.66 -2.48 -0.8369
C 0.35 4.06 -3.86 -1.1346
C 0.49 3.29 -4.98 -0.2141
C 0.49 1.88 -5.06 -1.1742
C 0.18 0.97 -4.05 -0.2969
C -0.13 1.14 -2.71 0.2324
N -0.58 0.11 -1.88 0.8510
C -1.27 -1.00 -2.49 -1.1100
C -1.47 -2.11 -1.48 0.0012
C -0.15 -2.81 -1.19 -1.6922
N 0.81 -1.91 -0.57 0.9131
C 2.01 -2.35 -0.32 1.0005
C 2.46 -3.63 -0.78 -0.8533
C 3.58 -4.37 -0.48 -0.5189
C 4.62 -4.11 0.41 -0.6464
C 4.79 -2.92 1.09 -0.6955
C 4.06 -1.74 1.04 -0.7574
C 2.89 -1.37 0.35 0.8274
N 2.43 -0.12 0.31 0.6121
C 3.38 0.90 0.78 -1.3010
C 2.96 2.31 0.42 -0.9107
H 2.61 3.34 2.28 0.4790
H 1.40 2.12 1.91 -0.1719
H 0.75 4.67 1.63 0.4948
H 1.60 4.53 0.10 0.3413
H -0.74 2.91 1.16 0.0864
H -0.82 4.03 -0.18 0.6794
H 0.38 4.47 -1.78 0.1375
H 0.38 5.13 -4.01 0.2659
H 0.60 3.83 -5.92 0.2928
H 0.69 1.45 -6.03 0.3077
H 0.12 -0.06 -4.39 0.2711
H -2.25 -0.66 -2.88 0.3104
H -0.74 -1.43 -3.35 0.3426
H -1.89 -1.71 -0.55 -0.7290
H -2.18 -2.85 -1.86 0.5685
H -0.30 -3.68 -0.55 0.6715
H 0.23 -3.17 -2.16 0.6385
H 1.79 -4.11 -1.47 0.2140
H 3.63 -5.33 -0.98 0.3153
H 5.36 -4.88 0.56 0.3173
H 5.64 -2.89 1.76 0.3087
H 4.47 -0.96 1.66 0.3122
H 3.51 0.84 1.87 0.4309
H 4.36 0.68 0.33 0.6878
H 3.85 2.94 0.34 0.5278
H 2.48 2.30 -0.56 0.0202
C -3.49 -2.85 2.23 -0.5978
O -2.48 -2.34 3.09 -0.2986
C -1.21 -2.60 2.67 0.4786
O -0.96 -3.27 1.71 -0.5276
N -0.34 -1.99 3.53 -0.1723
N 1.00 -1.93 3.09 -0.2414
H -4.44 -2.55 2.67 0.2303
H -3.43 -3.94 2.15 0.3331
H -3.41 -2.42 1.23 0.1911
H -0.72 -1.15 3.95 0.3629
H 1.61 -2.03 3.89 0.2853
H 1.16 -1.02 2.65 -0.1655
Cl -7.09 1.15 -0.21 -0.2537
C -5.51 1.01 0.52 0.3918
C -5.41 0.73 1.87 -0.6498
C -4.16 0.62 2.45 -1.0872
C -3.01 0.77 1.67 0.3252
C -3.13 1.06 0.31 0.2483
C -4.38 1.18 -0.27 -1.5593
C -1.68 0.61 2.35 -0.2962
O -1.61 0.69 3.57 -0.7790
O -0.66 0.37 1.59 -0.5093
H -6.31 0.60 2.46 0.4299
H -4.05 0.41 3.50 0.4939
H -2.24 1.20 -0.30 1.4376
H -4.48 1.41 -1.32 0.4968

=====

Entry 4:
16
Properties=species:S:1:pos:R:3:nbo_charge:R:1 method="wB97M-V/def2-TZVPD" max_force_ha_per_bohr=0.049 e_tot_ha=-159.55257 total_charge=0 smiles=CC.CC de_lowest_kj_mol=85.1 lumo_energy_ev=1.158
C 1.83 -1.05 0.49 -0.6200
C 0.48 -1.80 0.38 -0.6366
H 1.78 -0.13 1.06 0.2057
H 2.52 -1.67 1.05 0.2100
H 2.14 -0.71 -0.50 0.2110
H -0.28 -1.39 1.04 0.2135
H 0.47 -2.87 0.18 0.2177
H -0.06 -1.54 -0.55 0.1988
C -1.80 1.26 -0.10 -0.6288
C -0.46 1.61 -0.76 -0.6180
H -1.69 1.01 0.96 0.2015
H -2.71 1.86 -0.13 0.2139
H -2.06 0.24 -0.39 0.2020
H -0.55 2.48 -1.42 0.2100
H -0.24 0.76 -1.40 0.2087
H 0.26 1.77 0.04 0.2105

=====

Entry 5:
54
Properties=species:S:1:pos:R:3:nbo_charge:R:1 method="wB97M-V/def2-TZVPD" max_force_ha_per_bohr=0.032 e_tot_ha=-3246.81042 total_charge=0 de_lowest_kj_mol=64.2 lumo_energy_ev=0.637
Cu 0.01 -0.81 -0.14 0.8755
Cl 0.71 1.94 -1.48 2.5322
O 0.75 2.93 -0.39 -0.8781
O 1.70 0.93 -1.18 -0.8972
O -0.60 1.31 -1.45 -0.8992
O 0.96 2.54 -2.76 -0.8184
C 2.32 3.65 4.63 -0.6121
C 1.89 2.27 4.12 -0.3728
C 0.90 2.47 2.95 -0.5254
C 0.49 1.21 2.35 0.4017
N 0.12 0.22 1.91 -0.4425
H 3.01 4.11 3.92 0.2087
H 2.93 3.59 5.53 0.2159
H 1.50 4.36 4.75 0.2075
H 1.36 1.75 4.92 0.2027
H 2.77 1.69 3.83 0.2098
H 1.32 3.08 2.15 0.2830
H 0.05 2.94 3.43 0.2458
C -2.42 -1.52 -5.39 -0.6263
C -2.93 -2.71 -4.65 -0.3670
C -1.92 -3.56 -3.81 -0.5195
C -1.19 -2.75 -2.87 0.3414
N -0.59 -2.08 -2.16 -0.3713
H -2.24 -1.77 -6.44 0.2089
H -1.49 -1.14 -4.96 0.2272
H -3.19 -0.75 -5.44 0.2224
H -3.37 -3.45 -5.32 0.2051
H -3.74 -2.40 -3.98 0.2016
H -1.32 -4.13 -4.52 0.2507
H -2.54 -4.29 -3.30 0.2529
C -4.20 1.62 -0.23 -0.6199
C -4.91 0.26 -0.15 -0.3904
C -4.44 -0.54 1.07 -0.5199
C -3.19 -1.28 0.84 0.3408
N -2.20 -1.82 0.70 -0.3869
H -4.12 2.16 0.71 0.2069
H -4.85 2.29 -0.80 0.2125
H -3.22 1.51 -0.70 0.2440
H -4.80 -0.37 -1.03 0.2137
H -5.98 0.47 -0.16 0.2125
H -5.13 -1.28 1.51 0.2526
H -4.31 0.04 1.99 0.2513
C 4.69 -0.73 2.35 -0.6228
C 5.36 -0.58 0.98 -0.3803
C 4.79 -1.50 -0.13 -0.5129
C 3.37 -1.76 0.02 0.3526
N 2.25 -2.01 0.15 -0.3960
H 5.17 0.04 2.96 0.2143
H 4.80 -1.70 2.82 0.2133
H 3.64 -0.44 2.32 0.2221
H 6.43 -0.81 0.98 0.2071
H 5.39 0.46 0.66 0.2180
H 5.14 -2.54 -0.01 0.2422
H 5.08 -1.14 -1.11 0.2622

=====

Entry 6:
9
Properties=species:S:1:pos:R:3:nbo_charge:R:1 method="wB97M-V/def2-TZVPD" max_force_ha_per_bohr=0.016 e_tot_ha=-1065.02976 total_charge=0 de_lowest_kj_mol=264.0 lumo_energy_ev="-1.328 / -0.055"
C -0.23 1.15 1.22 -0.4966
P -0.79 -1.85 -1.42 -0.0240
P 1.26 -1.18 -1.52 -0.0288
P 0.56 -2.16 0.27 0.0635
H -1.18 0.81 1.58 0.1694
H -0.13 1.55 0.23 0.1679
H 0.60 1.20 1.89 0.1705
H -1.31 -0.61 -1.04 -0.0119
H 1.71 -2.31 -2.22 -0.0099

=====

Entry 7:
18
Properties=species:S:1:pos:R:3:nbo_charge:R:1 method="wB97M-V/def2-TZVPD" max_force_ha_per_bohr=0.126 e_tot_ha=-555.40863 multiplicity=3 s2=2.01 total_charge=0 de_lowest_kj_mol=556.4 lumo_energy_ev="0.874 / -2.200"
C 2.83 -0.14 -0.85 -0.3866
C 2.14 -0.55 1.53 -0.6479
C -2.70 1.52 -1.29 -0.5015
C 1.94 -0.39 -0.02 -0.1721
N -1.79 0.39 -0.93 -0.6665
P -1.96 -0.48 0.36 0.4697
H -2.95 -1.55 0.22 0.0364
H 2.74 -0.09 -1.93 0.1951
H 3.88 -0.05 -0.59 0.1787
H 1.80 -1.60 1.83 0.2107
H 1.59 0.03 2.19 0.2176
H 3.23 -0.60 1.77 0.2126
H -2.42 2.38 -0.78 0.2295
H -2.44 1.68 -2.32 0.2259
H -3.78 1.33 -1.05 0.2163
H 1.01 -0.54 -0.39 0.1847
H -2.22 0.06 1.68 -0.0123
H -0.88 -1.40 0.57 0.0097

=====

Entry 8:
49
Properties=species:S:1:pos:R:3:nbo_charge:R:1 method="wB97M-V/def2-TZVPD" max_force_ha_per_bohr=0.010 e_tot_ha=-1241.27534 total_charge=+2 de_lowest_kj_mol=0.0 lumo_energy_ev=-6.884
Pb -0.74 -0.62 -0.75 1.4733
C -2.36 2.87 2.66 -0.7176
C -2.12 1.51 2.09 0.6183
O -1.32 1.33 1.17 -0.6635
C -2.91 0.41 2.68 -0.3667
C -2.56 -0.88 2.68 0.2535
C -3.36 -2.03 3.20 -0.6727
N -1.28 -1.22 2.13 -0.1259
N -0.34 -0.85 2.84 -0.1698
C 0.95 -1.13 2.23 0.6755
O 1.04 -1.09 1.00 -0.6803
C 2.03 -1.38 3.14 -0.1612
C 1.85 -1.25 4.53 -0.1293
C 2.89 -1.53 5.39 -0.2169
C 4.12 -1.92 4.87 -0.1069
C 4.32 -2.05 3.50 -0.2119
C 3.28 -1.78 2.63 -0.1399
H -1.79 3.62 2.12 0.2443
H -2.07 2.88 3.71 0.2664
H -3.42 3.11 2.62 0.2596
H -3.86 0.68 3.11 0.2520
H -3.65 -1.84 4.23 0.2666
H -2.79 -2.95 3.16 0.2431
H -4.27 -2.16 2.61 0.2599
H 0.90 -0.92 4.92 0.2394
H 2.76 -1.43 6.45 0.2438
H 4.94 -2.14 5.55 0.2420
H 5.28 -2.36 3.11 0.2411
H 3.41 -1.89 1.57 0.2208
N 0.29 -2.04 -2.73 -0.8827
C 1.36 -1.25 -3.37 -0.2416
C 2.24 -0.64 -2.29 -0.2419
N 1.50 0.27 -1.39 -0.6942
C 1.47 1.69 -1.82 -0.2462
C 0.20 2.05 -2.57 -0.2394
N -0.96 1.72 -1.72 -0.8915
H -0.40 -2.34 -3.42 0.4054
H 0.68 -2.90 -2.35 0.3955
H 1.97 -1.85 -4.04 0.2298
H 0.90 -0.47 -3.97 0.2021
H 2.66 -1.45 -1.68 0.2182
H 3.08 -0.12 -2.75 0.2268
H 1.94 0.22 -0.48 0.4220
H 1.55 2.31 -0.92 0.2213
H 2.34 1.92 -2.44 0.2275
H 0.22 3.11 -2.83 0.2306
H 0.12 1.49 -3.49 0.2016
H -1.00 2.31 -0.90 0.4125
H -1.83 1.87 -2.22 0.4073